# 1
Computed, not measured: the ion CH3O2 with charge -1, with the ωB97M-V functional and the def2-TZVPD basis.

```
! wB97M-V def2-TZVPD RIJCOSX def2/J DEFGRID3
* xyz -1 1
O 1.22 0.10 -0.67
C -0.04 0.05 -0.38
O -0.38 -0.20 1.00
H -0.71 0.94 -0.48
H -0.56 -0.73 -1.02
H 0.46 -0.17 1.55
*
```

Output
relative energy (zero: lowest compared OMol25 entry of this formula, charge and spin): 0.278 eV
calculated total energy: -190.36318 Ha
E_HOMO: -0.077 Eh

=====

# 2
Computed, not measured: a structure of composition CH3O2, with the ωB97M-V functional and the def2-TZVPD basis.

```
! wB97M-V def2-TZVPD RIJCOSX def2/J DEFGRID3
* xyz 1 1
C -0.66 0.46 -0.25
O 0.56 -0.83 -0.01
O -0.49 1.48 -0.75
H 1.35 -0.38 -0.35
H 0.54 -0.73 0.96
H -1.29 -0.01 0.40
*
```

Output
relative energy (zero: lowest compared OMol25 entry of this formula, charge and spin): 0.868 eV
calculated total energy: -190.02178 Ha
E_HOMO: -0.715 Eh

=====

# 3
Computed, not measured: a cluster of 2 separate species, CH3O2S2 in total, with the ωB97M-V functional and the def2-TZVPD basis.

```
! wB97M-V def2-TZVPD RIJCOSX def2/J DEFGRID3
* xyz -1 1
C -0.68 -0.39 0.26
O 1.90 -0.72 0.49
O 0.97 1.60 0.01
S -1.93 0.66 0.04
S 0.97 -0.06 -0.42
H -0.73 -1.21 0.97
H -0.54 -1.77 -1.27
H 0.04 1.88 -0.08
*
```

Output
relative energy (zero: lowest compared OMol25 entry of this formula, charge and spin): 3.889 eV
calculated total energy: -986.68282 Ha
E_HOMO (alpha / beta): -0.118 / -0.118 Eh

=====

# 4
Computed, not measured: the ion CH3O2S2 with charge -1, with the ωB97M-V functional and the def2-TZVPD basis.

```
! wB97M-V def2-TZVPD RIJCOSX def2/J DEFGRID3
* xyz -1 1
C 1.33 -0.47 -0.32
O 1.51 0.80 -0.71
O -0.37 1.05 1.19
S -2.57 -0.34 -0.20
S -0.26 0.47 -0.17
H 1.92 -0.90 0.49
H 1.17 -1.29 -1.03
H -2.73 0.68 0.74
*
```

Output
relative energy (zero: lowest compared OMol25 entry of this formula, charge and spin): 2.987 eV
calculated total energy: -986.71595 Ha
E_HOMO: -0.124 Eh